# C6H15NO

A single C6H15NO molecule (ωB97M-V/def2-TZVPD, OMol25).

```
! wB97M-V def2-TZVPD RIJCOSX def2/J DEFGRID3
* xyz 0 1
C -1.13 0.07 -0.26
C 0.26 -0.15 0.41
C 1.42 0.08 -0.57
C -1.28 -0.71 -1.56
C -2.22 -0.35 0.73
C 2.79 -0.04 0.10
N 0.32 0.71 1.59
O -1.28 1.44 -0.60
H -1.37 1.93 0.23
H 0.29 -1.19 0.77
H 1.06 0.40 2.21
H 0.54 1.66 1.30
H 1.36 -0.65 -1.37
H 1.31 1.07 -1.01
H -2.32 -0.68 -1.88
H -0.98 -1.75 -1.42
H -0.68 -0.26 -2.34
H -3.20 -0.04 0.35
H -2.22 -1.43 0.85
H -2.04 0.12 1.70
H 3.57 0.05 -0.65
H 2.94 0.73 0.84
H 2.89 -1.01 0.58
*
```

Properties
E: -10003.19854 eV
SMILES: CC[C@@H](N)C(C)(C)O

# C22H36Cl30O5Si2

A molecular structure, C22H36Cl30O5Si2 (ωB97M-V/def2-TZVPD, OMol25).

```
! wB97M-V def2-TZVPD RIJCOSX def2/J DEFGRID3
* xyz 0 1
C -1.45 -1.43 4.25
C -0.16 -0.72 4.62
O 0.28 -0.75 5.72
O 0.44 0.06 3.68
C 0.60 -0.46 2.35
C 1.14 0.64 1.44
C 0.04 1.38 0.66
C -0.84 0.50 -0.25
C -0.13 -0.65 -0.97
C -1.12 -1.68 -1.58
Si -1.22 -3.16 -0.46
C -2.86 -4.07 -0.47
C -3.99 -3.11 -0.11
O -5.02 -3.81 0.60
C -6.29 -3.34 0.39
C -6.87 -2.62 1.58
O -6.88 -3.54 -0.63
O 0.06 -4.14 -0.78
Si 0.94 -4.85 0.43
H -1.35 -2.48 4.51
H -1.73 -1.35 3.20
H -2.24 -0.99 4.86
H 1.28 -1.33 2.38
H -0.36 -0.83 1.97
H 1.69 1.36 2.05
H 1.85 0.20 0.74
H -0.62 1.89 1.37
H 0.51 2.17 0.06
H -1.28 1.14 -1.03
H -1.68 0.09 0.33
H 0.54 -1.16 -0.27
H 0.52 -0.25 -1.76
H -2.11 -1.23 -1.75
H -0.72 -2.03 -2.54
H -1.05 -2.66 0.94
H -3.06 -4.57 -1.42
H -2.81 -4.85 0.30
H -4.41 -2.65 -1.02
H -3.63 -2.29 0.53
H -7.19 -3.37 2.32
H -7.75 -2.05 1.26
H -6.13 -1.97 2.04
H 2.07 -5.57 -0.19
H 0.11 -5.80 1.20
H 1.45 -3.81 1.36
C 2.62 2.84 -2.70
Cl 3.20 2.36 -1.11
Cl 3.66 2.22 -3.98
Cl 0.96 2.30 -2.93
H 2.63 3.92 -2.76
C 2.23 6.93 -1.19
Cl 3.00 6.77 -2.77
Cl 1.24 5.51 -0.85
Cl 3.43 7.17 0.07
H 1.58 7.79 -1.22
C 4.35 3.90 -7.89
Cl 5.55 4.53 -9.02
Cl 4.81 2.30 -7.30
Cl 4.09 5.02 -6.55
H 3.41 3.80 -8.43
C 4.14 -2.11 -1.76
Cl 4.30 -1.04 -3.16
Cl 3.11 -1.38 -0.53
Cl 3.52 -3.69 -2.25
H 5.13 -2.26 -1.34
C -1.80 2.18 -6.23
Cl -0.24 1.66 -6.87
Cl -2.37 1.07 -4.99
Cl -1.71 3.82 -5.61
H -2.52 2.16 -7.04
C 1.37 -7.90 3.86
Cl -0.35 -7.93 3.48
Cl 2.32 -8.65 2.57
Cl 1.93 -6.26 4.16
H 1.52 -8.48 4.76
C -3.80 5.85 -2.96
Cl -4.02 6.31 -4.65
Cl -4.47 4.25 -2.65
Cl -2.09 5.91 -2.51
H -4.33 6.57 -2.36
C -6.96 8.11 -0.82
Cl -5.82 8.66 -2.05
Cl -6.58 6.46 -0.32
Cl -6.97 9.21 0.56
H -7.95 8.11 -1.26
C 5.16 -1.40 3.33
Cl 4.42 -2.68 2.36
Cl 6.63 -1.97 4.12
Cl 5.48 0.02 2.34
H 4.46 -1.12 4.11
C 6.62 -2.18 8.19
Cl 4.97 -2.10 7.57
Cl 7.62 -3.26 7.20
Cl 7.34 -0.58 8.28
H 6.58 -2.59 9.19
*
```

Properties
E: -425065.22320 eV

# Cl2HNS

A molecular structure, Cl2HNS in a non-equilibrium geometry (ωB97M-V/def2-TZVPD, OMol25).

```
! wB97M-V def2-TZVPD RIJCOSX def2/J DEFGRID3
* xyz 0 1
N -0.59 -0.42 0.72
S 1.44 0.60 0.31
Cl -0.24 -1.90 -0.03
Cl -1.58 0.61 -0.20
H 0.98 1.10 -0.79
*
```

Properties
E: -37382.14380 eV

# C5H10N2

A molecular structure, C5H10N2 in a non-equilibrium geometry (ωB97M-V/def2-TZVPD, OMol25).

```
! wB97M-V def2-TZVPD RIJCOSX def2/J DEFGRID3
* xyz 0 1
C 1.35 -0.41 1.72
C 1.66 0.52 0.57
N 1.15 0.36 -0.70
C 0.06 1.10 -0.30
C -1.32 0.51 -0.41
C -1.70 -0.27 -1.63
N -1.56 -0.94 -0.34
H 0.57 -1.14 1.50
H 0.99 0.13 2.60
H 2.18 -1.03 2.08
H 2.62 1.08 0.65
H 1.56 0.09 -1.58
H 0.13 2.15 -0.06
H -2.10 1.10 0.06
H -2.71 -0.22 -2.02
H -0.92 -0.43 -2.38
H -0.67 -1.42 -0.34
*
```

Properties
E: -8323.31443 eV

# C33H41BBiIN7OS

A molecular structure, C33H41BBiIN7OS in a non-equilibrium geometry (ωB97M-V/def2-TZVPD, OMol25).

```
! wB97M-V def2-TZVPD RIJCOSX def2/J DEFGRID3
* xyz 1 1
Bi -1.41 -0.16 -0.60
C 3.34 -2.62 -2.84
C 4.22 -1.33 -2.76
C 5.29 -1.39 -3.85
C 3.42 -0.07 -2.72
C 4.04 1.12 -2.26
C 3.30 2.32 -2.12
C 1.98 2.38 -2.54
C 1.24 3.70 -2.47
C 1.36 1.22 -3.00
C 2.03 -0.01 -3.03
H 3.93 -3.51 -2.99
H 2.61 -2.63 -3.67
H 2.71 -2.68 -1.90
H 4.65 -1.40 -1.77
H 4.92 -1.35 -4.89
H 5.91 -2.32 -3.76
H 5.99 -0.57 -3.64
H 5.05 1.12 -1.94
H 3.94 3.17 -1.86
H 0.64 3.87 -1.60
H 0.68 3.89 -3.39
H 2.04 4.44 -2.43
H 0.34 1.28 -3.49
H 1.45 -0.97 -3.25
C -0.63 0.69 6.17
C -0.64 -0.68 5.43
N -1.67 -0.64 4.32
C -3.06 -0.66 4.76
C -3.58 -2.08 4.86
C -1.24 -0.26 3.08
S -2.49 -0.18 1.82
N 0.07 -0.07 2.95
C 0.70 0.37 1.88
O 0.33 0.50 0.65
C 2.07 0.78 2.16
C 2.74 0.38 3.36
C 4.06 0.63 3.62
C 4.78 1.47 2.76
C 4.14 2.05 1.62
C 2.82 1.66 1.34
H 0.35 1.13 6.13
H -0.86 0.62 7.24
H -1.35 1.31 5.57
H -0.85 -1.53 6.08
H 0.32 -0.98 5.05
H -3.62 -0.04 4.06
H -3.13 -0.09 5.73
H -3.63 -2.51 3.89
H -4.62 -2.01 5.26
H -2.85 -2.63 5.51
H 2.19 -0.22 4.09
H 4.57 0.02 4.36
H 5.79 1.73 2.83
H 4.68 2.54 0.86
H 2.41 2.05 0.43
B -1.71 -2.63 -3.21
N -1.13 -3.16 -1.88
C -1.27 -4.29 -1.19
C -0.71 -4.13 0.09
C -0.07 -2.89 -0.04
N -0.29 -2.30 -1.24
N -3.10 -1.81 -3.07
C -4.00 -1.60 -4.01
C -5.09 -0.93 -3.42
C -4.70 -0.76 -2.09
N -3.52 -1.35 -1.83
H -1.82 -3.65 -3.90
H -0.89 -1.77 -3.53
H -1.80 -5.15 -1.58
H -0.64 -4.73 1.01
H 0.45 -2.37 0.76
H -3.80 -1.98 -4.95
H -6.00 -0.54 -3.84
H -5.24 -0.31 -1.31
I -5.03 4.04 1.83
C -3.88 3.54 0.10
C -4.33 3.70 -1.22
C -3.48 3.25 -2.21
C -2.25 2.62 -1.94
N -1.82 2.49 -0.65
C -2.59 3.01 0.34
H -5.30 4.17 -1.41
H -3.68 3.42 -3.28
H -1.61 2.36 -2.73
H -2.16 2.87 1.31
*
```

Properties
E: -72810.05898 eV

# C6H8

A single C6H8 molecule in a non-equilibrium geometry (ωB97M-V/def2-TZVPD, OMol25).

```
! wB97M-V def2-TZVPD RIJCOSX def2/J DEFGRID3
* xyz 0 1
C 0.95 0.81 -1.64
C 1.62 0.87 -0.28
C 0.39 0.93 0.52
C 0.15 -0.50 0.76
C 0.61 -0.19 -0.61
C -1.29 -1.00 0.99
H 0.23 1.61 -2.04
H 1.48 0.39 -2.40
H 2.68 0.96 -0.19
H -0.34 1.65 0.41
H 0.96 -0.99 1.35
H -1.84 -0.17 1.46
H -1.48 -1.97 1.46
H -1.80 -1.08 -0.10
*
```

Properties
E: -6346.01389 eV
SMILES: C[C@@H]1[C@H]2[C@@H]3C[C@@]213

# C35H29ClIrN3O5PSTe

A molecular structure, C35H29ClIrN3O5PSTe (ωB97M-V/def2-TZVPD, OMol25).

```
! wB97M-V def2-TZVPD RIJCOSX def2/J DEFGRID3
* xyz 2 2
Ir 0.79 0.38 0.35
O 2.60 2.62 -1.94
C 1.48 2.34 -1.63
O 1.08 1.06 -1.50
C 0.43 3.37 -1.35
C 0.67 4.64 -1.87
C -0.31 5.62 -1.81
C -1.54 5.34 -1.24
C -1.78 4.08 -0.69
C -0.79 3.11 -0.72
P -1.19 1.54 0.07
C -2.43 0.78 -0.99
C -3.74 0.56 -0.58
C -4.66 0.03 -1.48
C -4.27 -0.26 -2.78
C -2.97 -0.01 -3.20
C -2.05 0.51 -2.31
C -1.89 1.89 1.69
C -1.75 3.14 2.27
C -2.23 3.37 3.55
C -2.85 2.35 4.26
C -2.97 1.09 3.69
C -2.49 0.85 2.41
H 1.62 4.83 -2.35
H -0.12 6.60 -2.22
H -2.32 6.09 -1.21
H -2.74 3.88 -0.23
H -4.07 0.81 0.42
H -5.68 -0.13 -1.17
H -4.99 -0.66 -3.48
H -2.68 -0.20 -4.22
H -1.04 0.75 -2.64
H -1.25 3.95 1.74
H -2.12 4.35 4.00
H -3.23 2.53 5.25
H -3.45 0.29 4.24
H -2.58 -0.14 1.98
S -0.50 -2.94 -2.44
C -1.33 -3.05 -0.95
C -0.91 -2.08 -0.12
N 0.04 -1.24 -0.67
C 0.33 -1.58 -1.90
H -2.04 -3.83 -0.76
H -1.25 -1.91 0.89
H 1.01 -1.01 -2.52
O 0.88 1.68 3.85
N 0.87 1.26 2.75
O 0.38 0.11 2.41
O 1.34 1.88 1.71
Cl 5.45 -0.41 -3.15
C 4.94 0.18 -1.62
C 5.77 0.93 -0.82
C 5.29 1.37 0.40
C 4.00 1.04 0.78
N 3.19 0.32 -0.01
C 3.65 -0.10 -1.19
H 6.78 1.17 -1.15
H 5.90 1.97 1.06
H 3.60 1.37 1.73
H 2.98 -0.64 -1.83
C 0.84 -3.25 2.33
Te 2.37 -1.89 1.75
C 2.74 -3.23 0.14
C 1.60 -4.22 0.14
C 1.46 -5.12 -0.90
C 0.43 -6.04 -0.90
C -0.47 -6.07 0.16
C -0.34 -5.17 1.20
C 0.69 -4.24 1.20
H -0.07 -2.68 2.53
H 1.16 -3.70 3.27
H 3.71 -3.69 0.33
H 2.81 -2.65 -0.78
H 2.18 -5.12 -1.72
H 0.33 -6.75 -1.71
H -1.27 -6.80 0.17
H -1.04 -5.20 2.03
*
```

Properties
Expectation value of S²: 0.7630
E: -94235.60299 eV

# CH3N2O

2 unconnected molecules or ions with the total composition CH3N2O in a non-equilibrium geometry (ωB97M-V/def2-TZVPD, OMol25).

```
! wB97M-V def2-TZVPD RIJCOSX def2/J DEFGRID3
* xyz 1 1
C 1.33 -0.30 0.16
N -2.61 0.90 -0.83
N -1.86 0.49 -0.13
O -1.16 -0.13 0.53
H 1.15 -1.41 0.54
H 1.73 0.53 0.63
H 1.43 -0.07 -0.91
*
```

Properties
E: -6099.76874 eV

# C7H11N3

A single C7H11N3 molecule in a non-equilibrium geometry (ωB97M-V/def2-TZVPD, OMol25).

```
! wB97M-V def2-TZVPD RIJCOSX def2/J DEFGRID3
* xyz 0 1
C 1.61 -1.70 0.23
C -0.85 -1.52 0.05
C 1.77 -0.49 -0.19
C -1.37 -0.31 0.37
C 2.00 0.76 -0.50
C 0.21 -2.09 0.91
C -2.45 0.26 -0.53
N 2.63 1.76 0.38
N -0.72 0.58 1.23
N -0.82 1.79 1.37
H 2.33 -2.51 0.07
H -1.50 -2.14 -0.57
H 1.58 1.12 -1.40
H 0.22 -3.12 1.03
H 0.21 -1.60 1.88
H -2.55 1.38 -0.27
H -3.36 -0.35 -0.55
H -2.32 0.18 -1.65
H 2.35 2.63 0.14
H -1.57 2.21 0.71
H 2.40 1.48 1.38
*
```

Properties
E: -11902.48593 eV
SMILES: [H]/N=N\C(C)=C/CC=C=CN

# C3H6Cl2S

2 unconnected molecules or ions with the total composition C3H6Cl2S in a non-equilibrium geometry (ωB97M-V/def2-TZVPD, OMol25).

```
! wB97M-V def2-TZVPD RIJCOSX def2/J DEFGRID3
* xyz 0 1
C -1.57 0.27 -0.17
C -0.67 0.00 1.02
C 1.75 0.01 -0.05
S 1.77 -1.45 -1.06
Cl 1.78 1.49 -0.99
Cl 2.88 -0.08 1.25
H -1.83 -0.58 -0.71
H -2.50 0.96 0.04
H -1.17 0.87 -0.87
H -0.61 -0.89 1.54
H -0.33 0.78 1.56
H 0.49 -1.39 -1.55
*
```

Properties
E: -39084.52596 eV

# C3H16NO4

4 unconnected molecules or ions with the total composition C3H16NO4 in a non-equilibrium geometry (ωB97M-V/def2-TZVPD, OMol25).

```
! wB97M-V def2-TZVPD RIJCOSX def2/J DEFGRID3
* xyz 1 1
C 0.13 0.48 -0.45
C -0.60 1.52 -1.20
C -2.03 1.39 -1.56
O -2.38 0.06 -1.20
N -0.32 -0.89 -0.95
H -0.07 0.73 0.73
H 1.12 0.33 0.07
H -0.59 2.41 -0.55
H -0.15 1.75 -2.11
H -2.74 1.89 -0.82
H -2.30 1.49 -2.68
H -3.11 -0.44 -1.68
H -0.55 -1.02 -1.93
H -1.16 -1.25 -0.50
H 0.45 -1.58 -0.63
H 2.08 -0.52 2.40
H 2.48 -1.64 1.48
O 1.81 -1.35 2.05
H 3.52 -0.53 -0.89
H 3.47 0.19 0.48
O 3.26 -0.52 0.02
H -1.11 -0.42 3.78
H -0.29 -1.43 3.13
O -0.92 -0.66 2.99
*
```

Properties
E: -13040.68405 eV

# C4H7N3

A molecular structure, C4H7N3 in a non-equilibrium geometry (ωB97M-V/def2-TZVPD, OMol25).

```
! wB97M-V def2-TZVPD RIJCOSX def2/J DEFGRID3
* xyz 0 1
C 0.28 -0.78 -0.67
C 0.98 1.06 1.22
C -0.73 1.33 1.09
C -1.48 0.36 0.56
H 1.38 -1.78 -2.07
H 2.12 0.21 -0.64
H 1.44 2.18 1.58
H 1.36 0.38 2.15
H -1.05 2.03 1.77
H -2.60 0.31 0.47
H -1.29 -1.79 -0.14
N 0.55 -1.77 -1.52
N 1.04 0.49 -0.55
N -0.97 -0.63 -0.26
*
```

Properties
E: -8726.62134 eV